The following is a DFT calculation (ωB97M-V/def2-TZVPD) of a 13-piece molecular cluster, C75H183N13O17 overall in a non-equilibrium geometry.

Last column: Löwdin charge in e.
CARTESIAN COORDINATES (ANGSTROEM)
C 7.08809 34.83835 -27.80773  -0.021
C 8.56265 35.19287 -27.76698  -0.489
C 8.78213 36.56039 -27.13710  -0.137
C 8.51867 36.43946 -25.60766  -0.155
C 9.56508 35.43374 -24.98484  -0.126
C 9.55408 34.01011 -25.59267  -0.451
N 9.55715 34.20367 -27.07841  -0.073
O 9.71416 32.99073 -27.80022  -0.047
C 10.81539 33.40840 -24.97669  -0.047
C 8.24391 33.30581 -25.02684  -0.003
C 9.18436 35.29297 -29.11990  -0.067
H 6.84459 33.77590 -27.80995  0.061
H 6.74874 35.30046 -28.73477  0.090
H 6.45406 35.22159 -27.00820  0.076
H 9.73367 37.00309 -27.43152  0.111
H 8.05558 37.23326 -27.59259  0.119
H 7.47499 36.40344 -25.29533  0.099
H 8.69978 37.43156 -25.19410  0.097
H 9.21990 35.34021 -23.95518  0.113
H 10.53295 35.93480 -25.00080  0.113
H 10.81411 33.30464 -23.89165  0.083
H 10.93218 32.38172 -25.32365  0.057
H 11.74566 33.92873 -25.20465  0.060
H 8.22316 32.25240 -25.30612  0.052
H 8.29618 33.08410 -23.96091  0.082
H 7.33796 33.81161 -25.36081  0.070
H 8.98658 34.42949 -29.75503  0.077
H 10.26864 35.30767 -29.00930  0.068
H 8.94672 36.10118 -29.81158  0.096
H 8.87968 32.52705 -27.69901  0.026
C 8.27334 24.96987 -25.85940  -0.033
C 9.28099 24.75536 -24.74276  -0.471
C 10.40359 25.84549 -24.86133  -0.116
C 11.29149 26.07422 -23.63651  -0.188
C 10.48644 26.17068 -22.39547  -0.141
C 9.37313 25.09352 -22.13380  -0.451
N 8.66861 24.88315 -23.38636  -0.130
O 7.36957 24.34701 -23.24899  0.005
C 10.03947 23.75460 -21.61516  -0.036
C 8.48445 25.57365 -20.92936  -0.020
C 9.85964 23.32534 -24.79658  -0.024
H 7.57683 24.14338 -26.00043  0.086
H 8.74689 25.19306 -26.81545  0.089
H 7.71772 25.86148 -25.56886  0.080
H 11.08997 25.51743 -25.64195  0.100
H 9.94797 26.75527 -25.25223  0.097
H 11.85528 27.00473 -23.70281  0.101
H 11.96265 25.21689 -23.58523  0.100
H 9.91429 27.09707 -22.44590  0.100
H 11.20408 26.21757 -21.57638  0.127
H 10.07268 23.61167 -20.53508  0.074
H 9.40994 22.92154 -21.92788  0.067
H 10.97815 23.48600 -22.09976  0.062
H 8.01166 26.52638 -21.16787  0.069
H 7.61495 24.92340 -20.83317  0.072
H 8.93931 25.46873 -19.94437  0.082
H 9.03275 22.61711 -24.74398  0.081
H 10.50750 23.09490 -23.95084  0.055
H 10.34767 23.25696 -25.76882  0.082
H 7.61536 23.45183 -23.00438  0.081
C 13.98225 34.77100 -23.59731  -0.023
C 15.24734 34.83058 -24.50054  -0.373
C 15.47550 36.41529 -24.80863  -0.120
C 16.76614 36.63638 -25.51738  -0.214
C 17.92454 36.22543 -24.60955  -0.137
C 17.82193 34.78825 -23.96918  -0.432
N 16.41711 34.27280 -23.73631  -0.140
O 16.33114 32.98641 -23.20432  -0.010
C 18.61094 33.81340 -24.89005  -0.017
C 18.46926 34.98415 -22.57506  -0.045
C 15.04155 33.95484 -25.86144  0.001
H 13.48172 35.69652 -23.88188  0.072
H 14.26542 34.79749 -22.54507  0.072
H 13.42306 33.84468 -23.72904  0.057
H 14.66386 36.73574 -25.46182  0.100
H 15.24614 36.91847 -23.86932  0.116
H 16.89442 37.64689 -25.90534  0.112
H 16.95376 36.01672 -26.39426  0.108
H 17.94004 37.02778 -23.87193  0.111
H 18.79878 36.33766 -25.25081  0.113
H 19.57417 34.29667 -25.05359  0.086
H 18.59166 32.76849 -24.58041  0.047
H 17.99813 33.70180 -25.78454  0.081
H 18.56127 34.01480 -22.08517  0.074
H 19.52692 35.20575 -22.71767  0.084
H 18.02013 35.60290 -21.79819  0.064
H 15.38982 32.92465 -25.78720  0.066
H 15.32870 34.49668 -26.76258  0.058
H 13.96714 33.87687 -26.02779  0.040
H 16.38743 33.21979 -22.27483  0.060
C 13.13273 34.33611 -28.73775  -0.099
O 13.75702 35.61595 -28.66426  -0.213
C 12.98942 36.85102 -28.58784  -0.174
C 13.84125 38.10846 -28.27963  -0.203
N 14.10295 38.97924 -29.41626  -0.069
C 14.92890 38.19560 -30.37709  -0.178
C 15.57537 39.13644 -31.45316  -0.197
O 16.49178 40.04665 -30.83760  -0.186
C 17.13421 40.88750 -31.70563  -0.145
H 13.82710 33.55434 -28.42990  0.060
H 12.81300 34.06485 -29.74388  0.063
H 12.25493 34.26317 -28.09569  0.074
H 12.25479 36.68617 -27.79965  0.101
H 12.48476 36.96009 -29.54779  0.116
H 14.82315 37.76034 -27.95905  0.103
H 13.20322 38.60093 -27.54581  0.115
H 14.54612 39.86745 -29.22971  0.100
H 14.33103 37.40769 -30.83518  0.109
H 15.73726 37.74619 -29.80031  0.112
H 14.78211 39.47068 -32.12182  0.121
H 16.16069 38.45547 -32.07105  0.110
H 17.99450 41.35356 -31.22522  0.086
H 16.49945 41.74558 -31.92673  0.091
H 17.54153 40.30548 -32.53233  0.090
C 17.14835 25.19448 -24.66552  -0.104
O 15.97086 25.89651 -25.02301  -0.203
C 14.76386 25.18954 -24.72432  -0.180
C 14.17985 24.08125 -25.77513  -0.163
N 13.72462 24.82472 -26.93663  -0.057
C 13.71626 23.95904 -28.11302  -0.228
C 14.81999 24.21241 -29.07083  -0.218
O 16.05374 24.15090 -28.35277  -0.158
C 17.12349 24.36395 -29.19992  -0.126
H 18.05412 25.69953 -25.00108  0.084
H 17.09034 24.21980 -25.15000  0.082
H 17.28659 25.07349 -23.59111  0.085
H 14.14509 26.05694 -24.49440  0.089
H 14.84058 24.60318 -23.80868  0.107
H 13.40572 23.43000 -25.36929  0.108
H 15.00272 23.41948 -26.04536  0.098
H 14.40867 25.49408 -27.25934  0.090
H 12.70586 24.04098 -28.51363  0.114
H 13.69765 22.91095 -27.81427  0.118
H 14.60196 25.14654 -29.58847  0.087
H 14.78471 23.49379 -29.88964  0.129
H 17.35427 25.35792 -29.58316  0.070
H 17.05566 23.68998 -30.05389  0.091
H 18.04309 24.15869 -28.65191  0.094
C 10.33320 31.11343 -36.58764  -0.126
O 10.43031 32.15018 -35.64099  -0.234
C 10.19338 31.64959 -34.27208  -0.158
C 10.21551 32.96690 -33.50026  -0.235
N 11.42211 33.78208 -33.42956  -0.025
C 12.39586 33.09563 -32.50627  -0.194
C 13.82968 33.56955 -32.76721  -0.188
O 14.38831 33.20279 -34.03619  -0.162
C 14.21177 34.13262 -35.11423  -0.101
H 10.95778 31.58846 -37.34418  0.090
H 9.31207 31.03626 -36.96104  0.082
H 10.69093 30.13469 -36.26792  0.086
H 11.09168 31.11320 -33.96637  0.109
H 9.21603 31.18327 -34.39625  0.126
H 9.81727 32.74923 -32.50924  0.107
H 9.47006 33.57879 -34.00821  0.116
H 11.81284 33.76164 -34.36069  0.059
H 12.36878 32.00730 -32.56010  0.081
H 11.93446 33.48819 -31.60012  0.099
H 14.43378 33.04944 -32.02381  0.098
H 13.79647 34.64162 -32.57315  0.122
H 14.51260 35.14756 -34.85443  0.086
H 13.17570 34.35485 -35.36973  0.061
H 14.57762 33.82593 -36.09412  0.090
C 13.32472 30.73559 -23.26454  -0.107
O 13.28274 31.26319 -21.94411  -0.170
C 14.37217 30.82912 -21.18456  -0.238
C 14.35320 31.21374 -19.70084  -0.224
N 15.47611 30.71373 -18.97576  -0.076
C 16.70830 31.40873 -19.17652  -0.216
C 16.63726 32.89460 -18.83367  -0.167
O 16.23894 33.51955 -20.05973  -0.217
C 16.22262 34.85304 -19.97522  -0.172
H 12.52393 31.25146 -23.79435  0.062
H 13.04120 29.68513 -23.19930  0.069
H 14.30267 30.87851 -23.72420  0.081
H 15.31192 31.13821 -21.64219  0.103
H 14.45145 29.75761 -21.00099  0.119
H 13.51563 30.71967 -19.20842  0.117
H 14.01011 32.24060 -19.57459  0.123
H 15.67701 29.74297 -19.16906  0.112
H 17.04823 31.24605 -20.19930  0.115
H 17.39917 30.89003 -18.51188  0.119
H 17.66346 33.13272 -18.55383  0.124
H 15.95335 33.08495 -18.00655  0.133
H 15.91979 35.44817 -20.83675  0.088
H 17.19739 35.21332 -19.64641  0.090
H 15.52872 35.01838 -19.15104  0.094
C 14.02537 29.43710 -31.92570  -0.044
C 13.99047 28.13646 -31.16262  -0.446
C 14.08634 26.87589 -32.04567  -0.143
O 13.05039 26.79741 -33.08456  -0.196
C 11.69560 26.91839 -32.52901  -0.088
N 15.04658 28.04494 -30.17093  0.072
H 14.55385 30.23749 -31.40784  0.050
H 13.03125 29.86637 -32.05044  0.058
H 14.62716 29.41651 -32.83428  0.098
H 13.03704 28.18472 -30.63657  0.106
H 13.80557 26.05162 -31.39004  0.096
H 15.01979 26.72145 -32.58690  0.136
H 10.96287 26.76462 -33.32120  0.080
H 11.46555 27.90678 -32.13120  0.069
H 11.46453 26.09611 -31.85183  0.083
H 14.91778 27.16424 -29.69358  0.050
H 14.86008 28.85221 -29.59332  0.055
C 16.51579 32.36380 -30.14372  -0.024
C 17.48447 31.28719 -29.47578  -0.434
C 17.85440 30.02157 -30.34991  -0.146
O 18.84081 29.13338 -29.74281  -0.193
C 18.36419 28.24322 -28.71077  -0.071
N 18.57996 32.08226 -29.17870  0.021
H 15.89261 31.72957 -30.77418  0.037
H 17.02005 33.14461 -30.71306  0.079
H 15.94140 32.87152 -29.36886  0.064
H 17.15359 30.97700 -28.48462  0.110
H 18.25641 30.42010 -31.28140  0.120
H 16.98366 29.49320 -30.73816  0.085
H 17.73760 27.44869 -29.11600  0.056
H 17.78433 28.84393 -28.01005  0.074
H 19.21000 27.80806 -28.17847  0.061
H 19.00515 32.27912 -30.07344  0.082
H 19.22438 31.41722 -28.77552  0.041
C 21.38197 28.55201 -27.07582  -0.093
C 21.39627 29.81579 -26.26828  -0.429
C 19.96504 30.46598 -26.17560  -0.190
O 19.15652 29.58172 -25.45333  -0.176
C 17.80467 30.11149 -25.21907  -0.062
N 21.94021 29.47506 -24.98788  0.034
H 20.83557 27.71149 -26.64793  0.081
H 22.39898 28.21936 -27.28352  0.078
H 21.00438 28.84672 -28.05494  0.065
H 22.06057 30.50146 -26.79427  0.138
H 19.62229 30.82777 -27.14500  0.096
H 20.15502 31.32501 -25.53212  0.110
H 17.28891 30.55560 -26.07046  0.072
H 17.73080 30.73377 -24.32721  0.069
H 17.13654 29.36241 -24.79413  0.075
H 22.71326 28.83663 -25.10996  0.066
H 21.25189 28.92454 -24.49468  0.067
C 5.98319 29.17031 -22.25473  -0.055
C 6.57357 29.57065 -23.57995  -0.440
C 8.09207 29.35838 -23.74966  -0.153
O 8.80000 30.16544 -22.80679  -0.187
C 10.11036 30.58164 -22.89446  -0.116
N 5.81928 29.05166 -24.69673  0.053
H 4.92133 29.29746 -22.04404  0.076
H 6.27451 29.77072 -21.39291  0.076
H 6.36779 28.17176 -22.04719  0.070
H 6.44400 30.64761 -23.68713  0.121
H 8.33102 29.66491 -24.76802  0.105
H 8.33441 28.29806 -23.67834  0.111
H 10.74682 29.75302 -22.58397  0.086
H 10.37062 31.54372 -22.45313  0.093
H 10.17536 30.79239 -23.96191  0.057
H 6.27730 28.91894 -25.58707  0.022
H 4.95338 29.56719 -24.76406  0.081
C 8.10246 30.49142 -30.13380  -0.065
C 7.47748 29.98436 -28.84457  -0.426
C 8.04290 28.53461 -28.45816  -0.110
O 7.23644 28.14474 -27.30551  -0.246
C 6.08717 27.32057 -27.60276  -0.093
N 7.59331 30.91733 -27.79457  0.067
H 9.17718 30.67277 -30.12043  0.063
H 7.65832 31.46529 -30.33978  0.076
H 8.08979 29.89289 -31.04468  0.076
H 6.44358 29.82978 -29.15322  0.125
H 9.09213 28.67741 -28.19968  0.093
H 8.09544 27.80653 -29.26763  0.125
H 5.49393 27.75448 -28.40767  0.082
H 5.52869 27.22976 -26.67112  0.081
H 6.26512 26.29875 -27.93791  0.079
H 6.86914 31.61954 -27.84535  0.080
H 7.43241 30.52039 -26.87988  0.063
C 11.48785 29.24893 -26.87675  -0.022
C 13.02217 29.18104 -26.98546  -0.418
C 13.67790 30.52247 -27.30506  -0.217
O 13.75171 30.75858 -28.66713  -0.207
C 12.46159 30.98994 -29.36276  -0.039
N 13.52063 28.69774 -25.75116  0.069
H 11.20265 29.94774 -26.09035  0.071
H 11.08262 28.27088 -26.61733  0.064
H 11.02124 29.64227 -27.77989  0.045
H 13.40389 28.58645 -27.81543  0.125
H 14.72583 30.33867 -27.06809  0.114
H 13.43161 31.41945 -26.73685  0.122
H 12.08236 30.01214 -29.65973  0.071
H 12.53884 31.51216 -30.31639  0.059
H 11.82178 31.54453 -28.67633  0.083
H 13.19397 27.77379 -25.50682  0.050
H 14.51036 28.50094 -25.70874  0.076

As for the multiplicity: 1. The relative energy (zero: lowest compared OMol25 entry of this formula, charge and spin) comes out at 149.7 kcal per mole. The LUMO energy comes out at 0.28 eV.